Record 1
Molecular formula: C18H34B2Br2F6N3O9P2
Method: DFT, ωB97M-V/def2-TZVPD

Values from the calculation:
- gap between HOMO and LUMO (eV) = 7.42
- net charge = +1
- HOMO (eV) = -11.19

Last column: Löwdin charge in e.
Cartesian coordinates (Å):
H  3.144  -0.537  -0.227  0.151
H  3.896  -3.209  1.313  0.150
F  1.117  4.766  -1.620  -0.121
O  2.012  2.267  -3.052  -0.315
H  0.789  -5.923  1.809  0.120
F  -1.073  6.238  0.423  -0.137
B  1.944  -2.718  1.691  -0.429
O  0.959  -3.741  2.195  -0.077
C  -3.079  0.542  2.059  -0.003
C  -1.887  -0.602  -1.369  -0.184
H  2.336  -5.120  1.098  0.097
O  -1.034  -2.499  -3.595  -0.354
C  0.658  -0.162  -1.581  -0.183
O  4.218  -0.091  2.162  0.053
H  -2.823  4.158  -3.961  -0.085
C  -3.846  -2.692  -1.401  -0.214
H  0.046  -5.057  -1.077  0.056
C  -3.337  -1.188  -1.291  -0.083
Br  1.606  5.496  1.196  0.800
C  -0.912  -4.347  -1.159  -0.272
H  3.771  2.906  0.001  0.061
N  -0.742  -0.618  1.447  -0.040
C  -0.101  4.335  -0.898  -0.617
H  5.049  1.770  -0.900  0.086
O  -2.757  -2.038  2.134  0.058
F  -5.364  -2.528  -1.454  -0.037
H  -1.407  2.532  -0.442  0.128
H  -1.249  -4.155  -0.054  0.058
C  4.044  2.401  -1.019  -0.240
F  -0.918  4.128  1.602  -0.043
H  0.273  0.427  -2.509  0.131
P  2.752  1.259  -1.789  1.042
C  2.175  -0.218  0.414  -0.101
H  -2.333  1.474  2.086  0.073
C  0.770  1.892  -0.054  -0.167
C  -0.323  -0.496  2.868  -0.224
H  -3.835  0.771  1.204  0.086
H  -1.681  -4.942  -1.814  0.065
H  -4.308  4.422  -4.200  0.042
C  -0.252  4.981  0.596  -0.615
H  4.292  3.256  -1.776  0.083
H  0.852  0.915  4.326  0.096
H  0.253  1.740  1.014  0.135
B  2.896  0.472  1.685  -0.434
N  -0.189  -1.462  0.587  -0.060
H  4.751  -0.150  1.314  0.108
H  2.584  2.255  -3.876  0.094
Br  -1.656  5.088  -1.985  0.869
H  -3.983  -0.624  -2.138  0.177
H  -0.399  2.426  -2.077  0.114
O  2.595  1.699  2.441  0.038
H  -0.353  1.886  3.095  0.061
O  3.324  -2.922  2.107  0.077
C  -0.150  0.935  3.727  -0.011
H  -3.613  0.553  3.120  0.121
F  -3.732  -3.554  -0.166  -0.007
C  1.606  -5.081  2.018  -0.089
H  -1.021  0.883  4.542  0.123
H  -1.967  0.462  -0.814  0.118
N  1.465  0.706  -0.602  -0.346
O  -0.290  -1.507  3.790  0.030
C  -0.487  -1.178  -0.897  -0.407
H  2.730  1.570  3.438  0.139
C  -0.333  2.677  -0.944  -0.142
H  -1.745  -0.259  -2.512  0.142
H  1.526  -0.850  -2.043  0.094
F  -3.596  -3.461  -2.635  0.013
H  1.598  2.721  0.192  0.099
H  1.723  -2.274  -0.305  0.153
H  -3.886  -0.761  -0.313  0.130
H  2.197  -5.429  2.986  0.122
C  1.338  -1.608  0.623  -0.074
C  -2.214  -0.874  1.839  -0.255
O  -3.627  3.741  -4.307  -0.097
P  -0.215  -2.762  -2.034  0.996
H  -0.576  -3.112  -4.248  0.074



Record 2
Molecular formula: C37H50CrN4O5PS4
Method: DFT, ωB97M-V/def2-TZVPD

Values from the calculation:
- gap between HOMO and LUMO (alpha / beta) (eV) = 6.26 / 7.04
- net charge = 0
- HOMO (alpha / beta) (eV) = -6.94 / -7.05
- relative energy (zero: lowest compared OMol25 entry of this formula, charge and spin) (kcal/mol) = 26.7
- multiplicity = 4

Last column: Mulliken spin population.
Cartesian coordinates (Å):
H  0.615  -3.584  4.357  0.000
H  -3.681  3.118  1.786  0.000
H  -5.507  -4.631  -0.214  0.000
C  0.119  0.602  5.168  -0.001
S  -1.316  0.723  -0.379  -0.012
C  6.755  1.798  1.199  -0.002
C  -0.960  1.072  5.897  0.000
S  1.357  -0.243  2.869  0.000
H  5.412  -2.106  -0.224  0.000
C  -3.061  1.183  -3.872  0.000
H  1.902  -3.323  -0.362  0.007
C  -2.177  1.315  5.267  0.000
H  3.162  -1.307  -3.197  0.002
C  4.974  -2.134  -1.220  -0.003
H  -3.151  -4.772  0.491  0.000
C  4.854  0.477  0.262  -0.022
H  1.215  2.993  2.101  0.000
H  -4.591  1.909  -0.866  0.000
H  0.190  -4.492  2.309  0.000
C  0.708  -0.522  -4.499  0.009
C  2.639  1.348  0.301  0.117
C  2.951  -2.212  -2.624  -0.007
C  2.985  -3.267  -0.370  -0.015
H  -3.919  0.998  0.489  0.001
H  1.611  1.379  -0.091  -0.134
C  2.038  3.469  1.561  -0.002
H  -0.850  1.258  6.958  0.000
H  7.308  1.845  0.258  0.000
N  2.692  0.998  -5.189  0.008
H  6.945  2.720  1.748  0.000
H  2.469  -2.244  3.248  0.000
H  5.416  -1.358  -1.845  0.000
H  -1.308  0.512  2.084  -0.003
C  -1.218  2.865  -4.150  0.000
C  -2.534  -3.132  -0.774  0.006
C  1.816  0.325  -4.877  0.004
H  1.877  -2.400  -2.648  0.003
C  -4.557  4.404  0.315  0.000
O  -2.652  2.757  -2.106  0.004
C  0.007  -1.273  -5.513  -0.003
N  0.296  -0.672  -3.286  0.007
H  1.102  -3.157  1.642  0.001
H  3.369  -4.190  -0.813  -0.001
H  7.162  0.965  1.777  0.000
H  -0.464  2.183  -3.764  0.000
C  4.370  2.571  1.367  0.009
H  -0.886  3.878  -3.937  0.000
O  0.894  0.093  -2.417  -0.043
C  -4.214  -2.169  -2.153  -0.002
N  -0.556  -1.862  -6.323  0.008
C  3.446  -2.051  -1.181  0.038
H  -2.371  0.438  -3.471  0.002
C  -3.782  3.158  0.700  -0.001
H  1.072  0.436  5.659  0.000
H  3.450  -3.057  -3.107  0.000
N  2.847  -0.814  -0.607  -0.080
H  -3.127  1.053  -4.954  0.000
C  -4.777  -3.951  -0.635  0.000
H  -3.290  3.301  -3.926  0.000
H  -4.050  1.021  -3.442  0.000
Cr  0.924  -0.307  -0.583  3.158
H  -3.244  1.319  3.401  0.000
O  -0.019  -2.163  -0.836  -0.039
C  -4.475  1.894  0.219  0.002
H  -6.191  -2.956  -1.907  0.000
S  0.033  3.728  -1.229  0.000
O  0.842  -0.634  1.506  -0.080
H  -5.466  1.847  0.677  0.000
S  -0.838  -3.302  -0.264  -0.005
H  -5.545  4.396  0.782  0.000
H  -4.512  -1.462  -2.913  0.000
H  5.230  -3.099  -1.662  0.000
C  1.578  -1.818  3.717  0.004
H  2.535  4.169  2.234  0.000
P  -1.564  2.685  -0.934  0.006
O  -2.428  3.345  0.229  -0.002
C  -1.231  0.633  3.159  -0.009
H  -1.164  -1.850  1.528  0.007
C  -3.457  -4.020  -0.229  0.000
H  -1.288  2.733  -5.233  0.000
C  -2.307  1.107  3.901  0.000
C  -2.572  2.576  -3.545  0.000
H  1.587  4.027  0.743  0.000
C  -0.040  0.363  3.806  -0.001
C  -5.157  -3.014  -1.590  0.000
H  5.610  -0.233  -0.006  0.003
C  -2.884  -2.225  -1.754  0.002
H  3.357  -3.196  0.658  0.000
C  0.225  -3.403  2.237  0.004
C  3.020  2.447  1.054  0.029
H  -3.018  1.681  5.843  0.000
H  1.836  -1.546  4.743  0.000
C  3.495  0.275  -0.052  0.019
C  -1.023  -2.932  1.498  -0.002
H  -4.019  5.295  0.637  0.000
H  -1.925  -3.428  1.853  0.000
H  -4.675  4.445  -0.771  0.000
H  4.706  3.434  1.932  0.001
C  0.404  -2.789  3.641  0.000
C  5.281  1.617  0.934  0.006
H  -0.514  -2.302  3.982  0.000
H  -2.129  -1.581  -2.187  0.000



Record 3
Molecular formula: C53H62N5O13S
Method: DFT, ωB97M-V/def2-TZVPD

Values from the calculation:
- gap between HOMO and LUMO (eV) = 5.86
- net charge = -1
- HOMO (eV) = -5.08

Last column: Löwdin charge in e.
Cartesian coordinates (Å):
H  1.286  -4.851  5.401  0.110
H  -1.390  -3.218  -6.002  0.100
H  -2.779  -4.391  2.209  0.127
O  1.492  -4.401  0.490  -0.101
H  2.458  0.958  5.611  0.099
H  3.195  -5.266  1.098  0.129
C  2.533  -3.087  5.188  -0.114
C  0.019  -2.341  -4.662  -0.207
H  -1.387  -0.090  -4.885  0.094
H  0.716  -1.139  -0.042  0.073
H  1.156  6.202  1.551  0.117
O  -2.614  0.668  0.658  0.131
C  -0.540  7.397  2.083  -0.062
O  2.803  -2.506  -4.193  0.066
H  0.007  0.849  -4.426  0.099
C  2.008  -4.566  3.431  -0.058
C  2.737  -3.812  2.539  -0.216
H  -2.173  -2.044  -4.939  0.097
C  0.231  2.085  -1.339  -0.091
O  7.870  2.975  7.117  0.070
H  -6.585  2.512  0.361  0.120
N  -5.516  6.936  1.007  -0.349
H  -0.383  2.634  -3.305  0.093
H  -1.031  -5.622  0.899  0.097
C  1.453  -1.901  0.241  -0.017
C  5.821  2.741  6.096  -0.152
N  3.603  -1.622  -3.958  -0.330
H  3.470  -3.665  0.484  0.120
H  -1.863  6.644  -1.463  0.120
C  -1.412  -2.831  -4.972  -0.204
H  -1.342  0.084  -1.968  0.075
C  -7.262  6.203  -0.568  -0.013
C  -0.704  0.098  -4.051  -0.177
C  5.643  -0.442  -4.667  0.000
C  -6.031  4.552  0.697  0.010
C  2.761  -4.256  1.083  -0.176
O  -4.373  -2.126  3.748  -0.003
C  -1.762  7.909  1.670  -0.070
H  -3.340  -5.361  -2.641  0.091
H  0.100  -2.321  2.296  0.118
H  1.487  -5.458  3.087  0.126
C  -2.017  -5.369  0.492  -0.167
C  -1.899  -3.992  -4.077  -0.203
H  2.113  -1.987  -0.631  0.082
H  1.167  -0.853  -3.650  0.071
H  0.047  -3.321  -0.434  0.115
H  -0.172  7.609  3.078  0.106
H  0.673  -3.149  -4.335  0.087
C  -6.773  3.545  0.101  -0.047
C  -2.050  -1.693  0.199  -0.004
H  -8.340  3.076  -1.284  0.108
C  0.121  -1.159  -3.674  -0.194
O  -1.839  -0.753  2.307  0.049
H  -5.265  4.300  1.416  0.126
H  5.583  0.175  -3.782  0.121
H  -3.019  -2.637  -2.809  0.114
H  -0.911  -5.036  -1.427  0.091
C  4.955  3.185  5.111  -0.004
N  0.490  5.481  -0.947  -0.345
C  -0.280  6.341  -0.042  -0.143
C  3.396  -2.706  3.019  -0.059
H  5.215  4.021  4.477  0.118
C  -0.306  -3.104  1.649  -0.063
C  3.404  1.464  5.751  -0.066
C  -2.981  -4.662  -1.872  -0.178
H  7.581  -0.922  -7.399  0.104
H  3.057  2.871  4.169  0.112
H  -2.467  0.886  -3.075  0.106
O  0.043  5.286  -2.059  0.077
H  -0.124  -1.494  -2.660  0.083
H  1.967  -1.527  1.128  0.075
S  -0.587  -0.810  5.467  0.681
H  -3.188  8.036  0.072  0.093
H  -0.308  -4.055  2.183  0.108
H  6.175  1.339  7.686  0.117
C  5.798  -2.026  -6.947  -0.069
H  3.970  -2.115  2.307  0.116
H  -1.670  2.788  -2.148  0.098
O  3.567  -0.897  -2.985  0.084
C  -1.406  0.750  -2.829  -0.192
N  -1.887  -2.627  3.799  0.155
C  5.496  1.676  6.917  -0.007
H  -3.861  -4.375  -1.293  0.104
C  -1.490  6.855  -0.471  0.004
H  -8.765  5.436  -1.885  0.104
C  -2.234  7.639  0.393  -0.076
H  -2.738  -4.555  -4.500  0.101
C  6.684  -0.266  -5.564  -0.068
C  3.741  2.539  4.939  -0.055
C  4.756  -2.209  -6.052  -0.001
C  4.695  -1.416  -4.920  -0.138
H  -0.169  1.947  -0.329  0.069
O  -4.660  6.600  1.796  0.077
H  -7.453  7.234  -0.829  0.115
H  0.808  3.022  -1.323  0.032
H  -1.257  -1.520  -0.532  0.079
C  6.763  -1.059  -6.702  -0.077
C  -2.632  -4.121  1.154  -0.112
H  3.820  -1.434  4.650  0.094
C  -3.928  -2.042  2.601  -0.652
H  0.442  -1.982  -5.614  0.106
H  2.443  -2.768  6.223  0.100
H  4.013  0.200  7.375  0.109
H  4.007  -2.964  -6.243  0.121
O  7.369  4.352  5.543  0.072
H  7.437  0.488  -5.375  0.107
C  -2.345  -3.491  -2.669  -0.209
H  -3.619  -3.852  0.773  0.104
C  -2.355  -2.084  2.473  -0.308
N  7.119  3.408  6.266  -0.357
C  0.693  -3.216  0.449  -0.331
C  3.300  -2.335  4.343  -0.088
C  1.889  -4.225  4.754  -0.073
C  -7.999  5.191  -1.161  -0.074
H  -2.984  -1.975  -0.288  0.123
C  0.208  6.605  1.225  -0.004
H  -1.045  -4.664  -3.908  0.110
C  4.279  1.036  6.742  -0.066
H  -1.429  -3.135  -2.191  0.070
H  -2.676  -6.208  0.757  0.108
H  -1.919  -6.455  -1.344  0.100
C  -1.877  -5.395  -1.056  -0.182
H  5.859  -2.640  -7.836  0.106
H  -2.352  8.516  2.345  0.110
C  -0.841  2.130  -2.443  -0.258
C  -1.760  -2.832  1.207  -0.280
C  -1.358  -1.796  4.506  -0.752
C  -6.289  5.870  0.358  -0.147
O  1.524  4.998  -0.527  0.066
C  -2.216  -0.397  1.042  -0.415
O  -5.774  8.091  0.717  0.060
H  0.882  1.223  -1.548  0.070
C  -7.758  3.864  -0.824  -0.067
O  -4.639  -1.889  1.575  -0.029



Record 4
Molecular formula: C2H5NS2
Method: DFT, ωB97M-V/def2-TZVPD

Values from the calculation:
- gap between HOMO and LUMO (alpha / beta) (eV) = 7.39 / 7.38
- net charge = 0
- HOMO (alpha / beta) (eV) = -8.44 / -8.42
- SMILES = CC=S.N=S
- relative energy (zero: lowest compared OMol25 entry of this formula, charge and spin) (kcal/mol) = 79.6

Last column: natural (NBO) charge in e.
Cartesian coordinates (Å):
H  -0.985  0.917  -1.317  0.261
C  -0.063  -0.710  -0.399  -0.218
H  -1.320  0.911  0.167  0.239
N  4.735  -0.890  -0.587  -0.726
H  3.777  -1.079  -1.027  0.350
H  -0.083  -1.567  -1.138  0.189
S  4.871  0.551  -0.007  0.378
S  1.219  -0.553  0.597  0.017
C  -1.144  0.175  -0.589  -0.718
H  -1.952  -0.423  -0.796  0.228



| no. | DFT total energy (Ha) |
| --- | --- |
| 1 | -8026.683829 |
| 2 | -5013.699687 |
| 3 | -3706.550594 |
| 4 | -930.212682 |